Record 1
{
  "formula": "C3H6O3",
  "method": "the ωB97M-V functional and the def2-TZVPD basis",
  "symbols": ["C", "C", "C", "H", "H", "H", "H", "H", "H", "O", "O", "O"],
  "coordinates": [[-1.15406, 0.66365, -0.20136], [0.17477, -0.03834, -0.44986], [0.22615, -1.33988, 0.45421], [-1.98335, 0.06384, -0.15235], [-1.30099, 1.64505, -0.99771], [-0.97018, 1.09181, 1.08059], [0.38972, -0.24667, -1.50181], [1.31696, 1.53742, -0.60990], [1.31286, -0.53168, 1.02582], [1.36652, 0.72400, -0.22233], [1.06986, -1.24369, 1.44440], [-0.44827, -2.32549, 0.13029]],
  "forces_ev_per_angstrom": [[3.2150, 5.5381, 2.0532], [0.0766, -0.5688, -1.1097], [-3.7129, -3.5851, -3.5919], [-1.8690, -1.5555, -0.2648], [0.3102, -2.8298, 2.5588], [-0.8551, -0.8489, -4.0350], [-1.2401, -1.1396, 0.0047], [-0.3378, 3.4012, -1.5173], [5.2852, 7.9081, -1.0959], [0.1140, -3.0027, 2.9343], [-2.4057, -5.7818, 2.8784], [1.4197, 2.4649, 1.1852]],
  "lowdin_charge": [-0.0316, -0.3526, -0.4671, 0.0191, 0.1493, 0.1904, 0.1520, 0.0520, -0.0256, -0.0118, 0.2352, 0.0907],
  "e_homo_ev": -10.49,
  "orbital_gap_ha": 0.404,
  "spin_multiplicity": 1
}



Record 2
{
  "formula": "C3H6O3",
  "method": "the ωB97M-V functional and the def2-TZVPD basis",
  "symbols": ["C", "C", "C", "H", "H", "H", "H", "H", "H", "O", "O", "O"],
  "coordinates": [[0.78993, -0.04616, -0.39174], [-0.20496, -0.74721, 0.42752], [-0.14219, 0.73920, 0.51912], [2.44960, 0.83006, -0.01439], [0.58058, -0.01729, -1.47960], [0.21459, -1.30830, 1.30482], [-1.85673, -0.64339, -0.37385], [0.19074, 1.34697, 1.40712], [-1.07446, 1.66975, -1.10314], [2.19706, -0.13383, -0.09641], [-1.30796, -1.38839, -0.17742], [-1.28422, 1.32812, -0.10998]],
  "forces_ev_per_angstrom": [[1.2491, 0.4697, -0.7509], [0.5801, -2.2785, 1.8628], [-0.5923, 1.2058, -0.6240], [0.0084, -1.6945, -0.1074], [-0.0338, 0.1422, 0.6527], [-0.4950, 0.5027, -0.9482], [-1.1890, 0.7268, -0.4408], [-0.1787, -1.0912, -0.9564], [-0.4403, -1.2073, 3.6889], [-1.1477, 1.8758, 0.1638], [1.4032, 0.1447, 0.7206], [0.8359, 1.2038, -3.2612]],
  "lowdin_charge": [-0.2598, -0.2760, -0.2367, 0.1179, 0.1638, 0.1738, 0.0616, 0.1688, 0.1826, -0.0309, 0.0180, -0.0831],
  "e_homo_ev": -9.84,
  "orbital_gap_ha": 0.381,
  "smiles": "O[C@H]1[C@H](O)[C@H]1O",
  "spin_multiplicity": 1
}



Record 3
{
  "formula": "C3H6O3",
  "method": "the ωB97M-V functional and the def2-TZVPD basis",
  "symbols": ["C", "C", "C", "O", "O", "O", "H", "H", "H", "H", "H", "H"],
  "coordinates": [[-0.40756, -0.72332, 1.37801], [-0.51531, -0.31522, -0.01529], [1.77784, 1.73843, -1.25032], [-1.35030, 0.25168, 0.93849], [-0.87856, -1.89883, 1.87174], [-1.02665, -1.04518, -1.03713], [0.39152, -0.34391, 1.99917], [2.60368, 1.26251, -0.76836], [1.25169, 2.52347, -0.75684], [1.49288, 1.42884, -2.22432], [-1.54174, -2.27557, 1.27900], [-1.79750, -0.60291, -1.41417]],
  "forces_ev_per_angstrom": [[0.7349, -0.4792, -0.2290], [0.0660, 0.3484, 0.0345], [-0.0619, -0.1680, 0.3218], [-0.5448, 0.3751, -0.3494], [-0.2201, -0.0978, 0.1567], [0.0180, -0.2335, 0.2749], [0.0016, 0.0037, 0.0597], [0.2824, -0.1460, 0.1793], [-0.2013, 0.3308, 0.1775], [-0.1839, -0.1522, -0.5859], [0.0910, 0.0700, -0.0957], [0.0182, 0.1487, 0.0554]],
  "lowdin_charge": [-0.3373, -0.2501, 0.0856, 0.0659, 0.0662, 0.0677, 0.1509, -0.0246, -0.0246, -0.0293, 0.1117, 0.1178],
  "e_homo_ev": [-8.70, -8.23],
  "orbital_gap_ha": [0.327, 0.316],
  "spin_multiplicity": 1
}



Record 4
{
  "formula": "C3H6O3",
  "method": "the ωB97M-V functional and the def2-TZVPD basis",
  "symbols": ["C", "O", "C", "O", "C", "O", "H", "H", "H", "H", "H", "H"],
  "coordinates": [[0.07373, 2.01278, -0.18040], [0.01951, 0.86400, 0.66814], [-0.44488, -0.24654, 0.08304], [-1.29398, -0.26891, -0.77619], [0.32287, -1.47029, 0.53467], [0.23774, -2.49040, -0.41773], [0.32137, 1.69285, -1.19508], [-0.86419, 2.56770, -0.20048], [0.87668, 2.62607, 0.22709], [1.36426, -1.15320, 0.63739], [-0.02040, -1.79039, 1.52927], [-0.58403, -2.34766, -0.91024]],
  "forces_ev_per_angstrom": [[-0.0091, 0.3048, -0.1359], [0.1140, -0.1395, 0.0177], [-0.2002, -0.1069, -0.3547], [0.4515, 0.0175, 0.2930], [0.0952, 0.1284, 0.2035], [-0.2404, -0.1605, -0.0224], [-0.0376, 0.1386, 0.0732], [0.0088, -0.1064, 0.0931], [-0.1536, 0.0410, -0.0779], [-0.0516, -0.1632, 0.0032], [-0.0451, 0.0570, -0.1006], [0.0682, -0.0108, 0.0078]],
  "lowdin_charge": [-0.0395, -0.0406, -0.4805, 0.1230, -0.1692, -0.0367, 0.0994, 0.0943, 0.0943, 0.1325, 0.1354, 0.0878],
  "e_homo_ev": -10.59,
  "orbital_gap_ha": 0.419,
  "smiles": "COC(=O)CO",
  "spin_multiplicity": 1
}



Record 5
{
  "formula": "C3H6O3",
  "method": "the ωB97M-V functional and the def2-TZVPD basis",
  "symbols": ["C", "C", "O", "H", "H", "H", "H", "O", "C", "O", "H", "H"],
  "coordinates": [[0.01202, 1.59855, 1.49863], [-1.08464, 1.10296, 0.91705], [-1.01663, 0.64135, -0.42635], [-0.19209, 2.20996, 2.38308], [0.94812, 1.42956, 0.91395], [-2.10056, 1.18977, 1.25816], [-1.91998, 0.65443, -0.76150], [0.42023, -2.73693, -1.83461], [1.21875, -1.90601, -1.47726], [1.21835, -1.15518, -0.39297], [2.20030, -1.84809, -2.00832], [0.29613, -1.18035, -0.06986]],
  "forces_ev_per_angstrom": [[-0.9465, -0.6435, -0.9514], [0.8424, 0.7953, -1.7520], [-0.2471, -0.1037, 1.4317], [0.8853, -0.5752, -0.0947], [-0.6101, 0.6749, 1.0385], [-0.1412, 0.0279, 0.4501], [0.1409, -0.2130, -0.0849], [-0.3962, 1.0126, 0.5368], [1.7321, -1.8521, -1.1906], [-0.9754, 0.1972, 0.0790], [-0.4795, 0.4651, 0.2853], [0.1953, 0.2146, 0.2522]],
  "lowdin_charge": [0.0106, -0.2419, -0.0621, 0.0613, 0.0815, 0.0992, 0.0931, 0.0561, -0.4189, 0.0737, 0.1436, 0.1038],
  "e_homo_ev": -9.56,
  "orbital_gap_ha": 0.375,
  "smiles": "C=CO.O=CO",
  "spin_multiplicity": 1
}



Record 6
{
  "formula": "C3H6O3",
  "method": "the ωB97M-V functional and the def2-TZVPD basis",
  "symbols": ["O", "C", "O", "C", "C", "O", "H", "H", "H", "H", "H", "H"],
  "coordinates": [[1.04640, -2.00003, 0.21728], [0.59493, -0.91309, 0.40910], [1.13077, -0.06381, 1.35024], [-0.61656, -0.27897, -0.22950], [-0.35417, 1.19654, -0.58184], [-1.51562, 1.64183, -1.29601], [1.33899, -0.55318, 2.16639], [-1.41894, -0.21820, 0.50188], [-0.94251, -0.83806, -1.09550], [0.51030, 1.31753, -1.28125], [-0.21618, 1.75791, 0.34011], [-2.06069, 2.11781, -0.64511]],
  "forces_ev_per_angstrom": [[-0.1254, -0.2273, -0.1618], [-0.2449, 0.0677, 0.6145], [-0.4527, 0.0534, 0.5589], [0.9013, 0.6802, -0.0042], [-0.1711, -0.5024, -1.1379], [-0.0966, 0.6816, 0.7713], [0.3841, -0.0135, -0.6475], [-0.0860, -0.4636, 0.1805], [0.0144, -0.0960, -0.1357], [-0.5513, -0.0721, 0.7503], [0.2785, 0.1406, -0.1736], [0.1498, -0.2485, -0.6147]],
  "lowdin_charge": [0.1299, -0.5107, 0.0615, -0.0814, -0.2457, -0.0808, 0.1288, 0.1293, 0.1254, 0.1382, 0.1132, 0.0922],
  "e_homo_ev": -10.38,
  "orbital_gap_ha": 0.401,
  "smiles": "O=C(O)CCO",
  "spin_multiplicity": 1
}



ΔE to the lowest compared entry with this formula, charge and spin / kJ/mol: 320.4; 279.4; 569.9; 95.0; 174.5; 72.3